(1)
148
Properties=species:S:1:pos:R:3 method="wB97M-V/def2-TZVPD" charge=+1 gap_ev="6.82 / 6.32" multiplicity=6 e_above_lowest_kcal_mol=0.0 e_tot_ev=-208300.1876
Fe -0.322 0.357 -1.220
C 2.065 -1.918 6.347
C 2.739 -1.814 4.979
C 3.194 -3.223 4.563
C 3.970 -0.906 5.105
C 1.793 -1.247 3.917
C 2.174 -1.204 2.589
C 1.280 -0.752 1.635
Se 1.800 -0.690 -0.177
C 1.311 -2.448 -0.720
C 2.159 -3.503 -0.419
C 1.856 -4.763 -0.892
C 0.751 -4.859 -1.742
C -0.084 -3.804 -2.102
C 0.167 -2.550 -1.494
O -0.640 -1.479 -1.644
C -1.197 -4.048 -3.151
C -1.260 -2.922 -4.197
C -0.949 -5.344 -3.934
C -2.556 -4.190 -2.449
C 2.697 -6.004 -0.579
C 3.849 -5.680 0.374
C 3.285 -6.565 -1.883
C 1.808 -7.066 0.084
C -0.007 -0.280 1.894
O -0.814 0.050 0.893
C -0.348 -0.180 3.274
C 0.544 -0.703 4.213
C -1.597 0.577 3.762
C -1.553 2.006 3.204
C -1.641 0.686 5.288
C -2.896 -0.107 3.321
H 2.755 -2.377 7.058
H 1.165 -2.540 6.301
H 1.790 -0.935 6.741
H 3.840 -3.655 5.333
H 3.758 -3.207 3.627
H 2.331 -3.881 4.427
H 4.655 -1.293 5.866
H 3.673 0.107 5.392
H 4.515 -0.845 4.159
H 3.164 -1.526 2.278
H 3.043 -3.315 0.179
H 0.551 -5.831 -2.177
H -0.387 -2.967 -4.851
H -1.280 -1.933 -3.748
H -2.152 -3.054 -4.820
H 0.057 -5.365 -4.356
H -1.663 -5.399 -4.761
H -1.096 -6.238 -3.322
H -2.827 -3.266 -1.937
H -2.524 -4.994 -1.707
H -3.340 -4.424 -3.179
H 4.564 -4.988 -0.080
H 4.384 -6.599 0.624
H 3.483 -5.243 1.308
H 3.827 -5.787 -2.426
H 2.504 -6.956 -2.542
H 3.980 -7.382 -1.666
H 1.402 -6.691 1.028
H 2.392 -7.967 0.296
H 0.970 -7.350 -0.558
H 0.257 -0.655 5.255
H -0.651 2.513 3.564
H -2.425 2.579 3.543
H -1.528 2.006 2.114
H -0.749 1.179 5.682
H -1.740 -0.292 5.768
H -2.509 1.286 5.577
H -2.918 -0.193 2.241
H -3.761 0.486 3.648
H -2.977 -1.106 3.759
C 1.476 6.331 1.505
N 1.475 4.883 1.298
N 0.303 4.213 0.965
C 0.645 3.021 0.334
O -0.225 2.218 -0.073
C 2.062 3.004 0.259
C 2.515 4.166 0.810
C 3.901 4.708 0.862
C -0.921 4.513 1.652
C -0.872 4.878 2.992
C -2.044 5.153 3.679
C -3.270 5.045 3.038
C -3.315 4.663 1.704
C -2.145 4.405 1.000
H 0.463 6.663 1.705
H 1.851 6.857 0.625
H 2.098 6.579 2.362
H 2.649 2.209 -0.170
H 4.597 3.967 0.477
H 4.190 4.969 1.882
H 3.987 5.608 0.249
H 0.086 4.925 3.499
H -1.997 5.437 4.723
H -4.185 5.266 3.575
H -4.268 4.580 1.194
H -2.200 4.110 -0.038
C -5.174 -0.739 -1.910
C -3.697 -0.404 -2.237
N -2.947 -0.174 -0.994
C -3.537 0.950 -0.240
C -4.989 0.611 0.167
N -5.333 -0.737 -0.415
C -4.436 -1.786 0.185
C -2.986 -1.412 -0.178
H -5.470 -1.723 -2.267
H -5.864 -0.002 -2.315
H -3.653 0.489 -2.852
H -3.219 -1.217 -2.781
H -3.512 1.833 -0.874
H -2.915 1.135 0.634
H -5.711 1.330 -0.219
H -5.113 0.536 1.245
H -6.298 -0.956 -0.188
H -4.738 -2.750 -0.222
H -4.607 -1.788 1.261
H -2.511 -2.193 -0.748
H -2.375 -1.251 0.693
S -1.760 2.032 -2.845
C -0.934 3.508 -3.193
N -0.834 3.970 -4.428
C -0.141 5.210 -4.803
C 0.799 5.643 -3.692
C 0.052 5.615 -2.376
N -0.524 4.287 -2.195
H -1.125 3.335 -5.151
H -0.879 5.988 -5.003
H 0.412 5.027 -5.722
H 1.186 6.641 -3.900
H 1.635 4.952 -3.630
H -0.748 6.360 -2.373
H 0.715 5.822 -1.538
H -0.506 3.832 -1.301
F 2.824 1.360 -5.869
C 2.029 1.670 -4.846
F 2.380 2.902 -4.420
F 0.784 1.756 -5.333
C 2.086 0.649 -3.655
O 1.056 0.881 -2.801
C 2.071 -0.765 -4.338
F 1.829 -1.714 -3.447
F 1.110 -0.831 -5.271
F 3.236 -1.059 -4.935
C 3.514 0.824 -2.986
F 3.955 -0.322 -2.452
F 3.442 1.730 -1.995
F 4.457 1.248 -3.832



(2)
165
Properties=species:S:1:pos:R:3 method="wB97M-V/def2-TZVPD" charge=+1 gap_ev=8.23 e_tot_ev=-133725.6311
C 1.156 -6.211 3.523
C 1.464 -7.186 4.659
O 0.704 -6.990 5.872
C -0.615 -6.791 5.669
O -1.291 -7.415 4.879
C -1.241 -5.693 6.548
C -2.506 -5.127 5.872
C -2.158 -4.575 4.470
N -2.410 -3.131 4.297
C -1.347 -2.308 4.277
C -1.442 -0.964 4.084
C -0.147 -0.150 4.037
O 0.350 -0.159 2.704
C 1.043 -1.330 2.450
C 0.622 -2.279 1.332
O 2.013 -1.607 3.114
C -2.708 -0.393 3.901
C -3.790 -1.250 3.929
C -3.628 -2.599 4.125
C -4.811 -3.556 4.115
C -6.169 -2.885 3.863
C -6.439 -2.581 2.371
Cl -7.415 -4.117 4.361
H 1.871 -6.445 2.719
H 0.164 -6.339 3.078
H 1.359 -5.161 3.782
H 1.415 -8.223 4.302
H 2.512 -7.021 4.938
H -1.433 -6.049 7.566
H -0.481 -4.898 6.615
H -3.026 -4.417 6.523
H -3.176 -5.987 5.746
H -1.117 -4.747 4.188
H -2.743 -5.141 3.736
H -0.358 -2.748 4.387
H 0.564 -0.594 4.748
H -0.314 0.874 4.385
H -0.405 -2.643 1.434
H 0.782 -1.798 0.357
H 1.287 -3.149 1.343
H -2.825 0.675 3.734
H -4.773 -0.812 3.784
H -4.806 -4.189 5.008
H -4.635 -4.234 3.262
H -6.331 -1.985 4.463
H -6.250 -1.533 2.114
H -5.900 -3.256 1.697
H -7.506 -2.748 2.196
C 3.001 -9.945 1.178
C 4.249 -9.098 1.246
C 5.372 -9.721 2.036
O 6.071 -8.571 2.528
C 5.173 -7.564 2.617
O 5.365 -6.533 3.175
O 4.013 -7.885 1.985
H 2.235 -9.449 0.581
H 3.212 -10.917 0.733
H 2.578 -10.093 2.173
H 4.573 -8.822 0.239
H 6.026 -10.338 1.424
H 5.024 -10.307 2.890
C 2.226 -1.010 -4.553
C 1.999 -2.131 -3.571
C 1.504 -3.401 -4.202
O 0.744 -3.987 -3.127
C 0.313 -2.968 -2.341
O -0.505 -3.082 -1.477
O 0.927 -1.811 -2.659
H 2.598 -0.126 -4.038
H 2.946 -1.295 -5.320
H 1.290 -0.721 -5.034
H 2.900 -2.301 -2.979
H 2.310 -4.061 -4.513
H 0.836 -3.230 -5.049
C 1.507 3.253 -3.039
C 1.428 3.324 -4.539
C 0.131 3.877 -5.065
O 0.020 3.221 -6.339
C 0.692 2.048 -6.242
O 0.631 1.168 -7.043
O 1.438 2.005 -5.112
H 2.478 2.859 -2.732
H 1.370 4.234 -2.587
H 0.750 2.573 -2.642
H 2.286 3.873 -4.931
H 0.153 4.958 -5.185
H -0.734 3.603 -4.456
C -1.396 4.605 -9.950
C -1.523 5.941 -9.258
C -1.247 7.125 -10.151
O -0.754 8.097 -9.223
C -0.196 7.415 -8.190
O 0.482 7.905 -7.346
O -0.514 6.096 -8.250
H -1.623 3.795 -9.257
H -2.076 4.538 -10.800
H -0.374 4.445 -10.297
H -2.501 6.024 -8.775
H -2.139 7.490 -10.656
H -0.470 6.930 -10.895
C -5.306 2.639 7.476
C -5.426 2.688 5.973
C -6.716 3.289 5.475
O -6.894 2.620 4.216
C -6.274 1.428 4.307
O -6.395 0.542 3.513
O -5.494 1.359 5.410
H -4.348 2.210 7.768
H -5.386 3.636 7.907
H -6.081 2.002 7.906
H -4.557 3.193 5.541
H -6.652 4.366 5.336
H -7.573 3.061 6.113
C 5.363 -2.979 2.116
C 4.629 -2.728 0.823
C 4.555 -3.925 -0.083
O 4.479 -3.317 -1.376
C 5.103 -2.106 -1.287
O 5.391 -1.431 -2.221
O 5.336 -1.778 0.006
H 5.359 -2.080 2.733
H 4.904 -3.790 2.678
H 6.408 -3.226 1.925
H 3.631 -2.327 1.026
H 3.675 -4.538 0.107
H 5.445 -4.559 -0.043
C -0.890 8.602 -0.078
C -0.399 7.200 -0.341
C 0.528 7.081 -1.526
O 0.280 5.735 -1.961
C -0.984 5.421 -1.591
O -1.578 4.460 -1.970
O -1.483 6.336 -0.733
H -1.539 8.620 0.798
H -0.056 9.283 0.092
H -1.484 8.968 -0.918
H 0.054 6.784 0.562
H 1.573 7.215 -1.257
H 0.281 7.762 -2.344
C 7.575 5.381 -6.951
C 6.774 4.713 -5.860
C 5.596 3.917 -6.360
O 4.686 3.998 -5.257
C 4.963 5.152 -4.595
O 4.267 5.625 -3.755
O 6.132 5.688 -5.021
H 8.420 5.923 -6.526
H 7.956 4.647 -7.662
H 6.967 6.113 -7.485
H 7.428 4.104 -5.230
H 5.848 2.881 -6.577
H 5.118 4.359 -7.238
C -4.179 2.234 1.402
C -4.338 3.555 2.118
C -4.118 4.767 1.250
O -3.646 5.738 2.196
C -3.048 5.058 3.203
O -2.377 5.552 4.048
O -3.319 3.724 3.118
H -4.373 1.414 2.096
H -4.872 2.154 0.565
H -3.160 2.103 1.033
H -5.312 3.593 2.615
H -5.031 5.108 0.767
H -3.346 4.620 0.491